1.
17
Properties=species:S:1:pos:R:3:forces:R:3:mulliken_charge:R:1 method="wB97M-V/def2-TZVPD" homo_lumo_gap_ev=8.06 e_lumo_ev=0.974 total_energy_ha=-272.43186 max_force_ha_per_bohr=0.00829 de_lowest_kj_mol=751.2
C 1.38232 -0.00397 0.50061 0.055 0.119 0.139 -0.53
C 0.54756 0.69052 -0.59734 0.074 -0.106 -0.015 -0.46
H -0.06547 2.44627 0.45301 -0.057 -0.121 -0.066 0.37
H -1.23266 -2.07777 0.99989 0.056 0.105 -0.048 0.37
H 1.22295 -2.29675 0.23394 -0.091 0.142 -0.016 0.41
C -1.26465 -0.05331 0.40838 -0.038 -0.388 0.068 -0.42
C -0.83319 1.75506 0.10544 -0.149 0.398 0.032 -0.89
H -1.61854 1.86898 0.88255 0.133 -0.090 -0.116 0.38
H 1.30157 0.32943 1.53902 -0.002 -0.047 -0.146 0.28
H -0.31148 -0.99546 -1.92223 0.116 0.053 0.104 0.32
H -2.32728 0.10185 0.54872 0.187 0.015 -0.026 0.36
C -0.67895 -1.22282 0.61964 -0.051 0.179 -0.082 -0.40
H 2.42910 0.05313 0.17658 -0.136 -0.018 0.012 0.32
H -1.26191 2.11811 -0.82779 0.057 -0.061 0.140 0.30
C 0.53434 -0.68253 -1.30754 -0.098 -0.006 -0.193 -0.43
C 0.72171 -1.33129 0.09632 0.046 -0.190 0.102 -0.25
H 1.45457 -0.69945 -1.90919 -0.103 0.015 0.110 0.27

=====

2.
33
Properties=species:S:1:pos:R:3:forces:R:3:mulliken_charge:R:1 method="wB97M-V/def2-TZVPD" homo_lumo_gap_ev=9.06 e_lumo_ev=-0.639 total_energy_ha=-726.64356 max_force_ha_per_bohr=0.21204 de_lowest_kj_mol=1245.6
H 0.21736 -4.75513 -0.30551 0.903 1.635 1.886 0.23
C -1.85145 1.13037 -1.90797 -3.281 -2.361 -0.605 0.32
C -0.36392 -2.16479 0.66612 0.885 3.456 -0.018 0.61
C 0.92103 2.67350 0.62838 1.873 0.389 -0.152 -0.78
H 1.42268 -1.98971 -0.49227 -1.873 -1.359 0.628 0.33
H 1.57496 2.25814 -1.76310 -3.449 -0.176 2.931 0.29
H -0.33667 -0.68420 -1.27969 0.335 0.505 -0.753 0.49
C 0.95146 -3.72503 1.66889 3.691 -1.158 4.466 -0.16
H -0.54265 4.29556 -2.06891 -1.245 -0.879 -1.928 0.41
H -3.59233 2.26044 -2.21785 5.079 2.063 1.407 0.40
O -0.91211 -0.07583 1.66012 -0.441 -0.152 -1.850 -0.61
H -0.58474 4.36824 -0.40884 0.303 -0.343 -0.083 0.35
H 1.31584 -1.66167 1.98348 -3.574 -1.307 0.698 0.10
C 0.52755 2.40068 -0.91097 0.453 2.387 -1.191 -0.10
N -0.19498 0.01925 -0.55999 0.240 -5.315 2.576 0.03
O -2.45998 2.64264 -1.87911 -4.234 -7.709 -2.490 -0.53
C -0.60168 1.26122 -0.77871 -3.107 5.636 -3.057 -0.11
H 0.02014 3.64716 1.07174 3.209 -3.811 -0.755 0.25
H 1.09095 1.60097 1.20625 -0.904 3.108 -1.016 0.17
H -0.15047 -2.38834 3.17410 0.439 0.011 -3.418 0.30
H 1.82388 -4.24639 -0.35998 0.804 -0.069 0.913 0.39
O -2.50072 -0.19285 -2.41627 4.280 9.465 3.314 -0.51
H 0.60732 -4.45957 2.48843 0.845 0.147 -2.028 0.33
H 2.03869 -3.32438 1.94533 -1.680 -2.454 -0.417 0.15
C 0.94879 -3.95051 0.20937 -2.002 -1.449 -4.136 -0.84
H -1.24046 -2.69085 0.53291 -2.167 -1.219 -0.216 0.32
C 0.27544 -2.44758 2.03732 2.698 3.257 0.453 -0.64
H -1.25282 1.81709 -0.01007 0.829 -1.641 -0.402 0.21
N 0.55614 -2.63593 -0.39653 0.994 0.865 1.043 -0.52
H 2.04928 3.15714 0.52590 -3.039 -0.878 0.762 0.30
H 0.89444 4.56645 -1.40822 -0.136 -0.507 0.859 0.35
C -0.63927 -0.64742 0.60766 1.404 0.490 1.847 -0.24
C -0.01165 3.94130 -1.24206 1.868 -0.630 0.729 -1.34

=====

3.
86
Properties=species:S:1:pos:R:3:forces:R:3:mulliken_charge:R:1 method="wB97M-V/def2-TZVPD" homo_lumo_gap_ev="8.26 / 7.92" e_lumo_ev="-2.175 / -2.100" total_energy_ha=-3462.94757 max_force_ha_per_bohr=0.05024 total_charge=+1
C 1.55016 0.58254 -4.11935 0.012 -0.022 -0.003 -0.22
H 3.16201 -2.07134 0.03738 0.001 -0.001 -0.001 0.35
C 5.13498 1.04821 -1.07002 0.003 0.003 -0.002 -0.61
H -2.86659 -4.36365 2.53080 -0.010 -0.001 -0.003 0.36
C 0.53341 -1.56245 -3.92187 0.045 -0.028 -0.006 -0.23
H 0.01896 2.09481 -3.10349 0.001 -0.001 -0.003 0.75
C 3.70730 -1.18753 -0.27558 -0.022 0.002 0.030 -0.02
C 0.79840 1.31299 3.82452 0.025 0.164 0.009 -0.92
C -0.40086 -4.23240 1.19061 0.009 -0.011 0.039 -1.79
H 1.85576 1.30620 -6.11421 0.000 0.000 0.000 0.44
H -3.02178 -4.07104 0.79720 -0.003 0.000 0.001 0.44
H -5.13646 0.23199 0.13867 0.003 -0.003 0.004 0.56
O -0.02041 -1.29372 2.43221 0.149 -0.226 -0.058 -0.13
H -3.65298 1.77720 1.41157 -0.004 -0.051 -0.005 0.46
C -1.91811 -1.79731 3.80678 0.008 -0.004 0.003 -1.94
C 2.93101 1.32665 2.77173 -0.002 0.006 -0.022 -0.88
H 2.01975 1.45932 -3.68763 0.015 -0.006 -0.006 0.19
H 0.82856 -0.67882 -7.17799 -0.003 0.001 0.000 0.40
H -3.22491 -2.50959 -2.55284 0.002 0.006 -0.006 0.54
H 1.00769 -3.54315 3.30258 -0.004 -0.002 -0.005 0.36
C 2.17658 1.23981 3.92761 -0.010 -0.005 0.022 -0.75
C -0.23028 2.96541 -2.51523 -0.086 -0.043 -0.008 -0.60
H -2.09742 4.04533 1.29883 0.017 0.020 0.003 0.55
C 0.11089 -3.24434 3.84009 -0.059 -0.031 0.041 -1.84
H -0.60665 6.31109 -2.67195 0.000 0.000 -0.001 0.43
O -1.25709 -2.06300 0.67818 0.108 -0.328 0.447 0.28
C -3.03982 0.46175 -0.19437 0.037 -0.050 -0.008 0.81
C -1.25496 3.43890 0.94829 0.052 0.035 -0.065 -1.45
H 6.80889 0.15854 -0.06026 -0.001 0.001 0.002 0.40
H -3.19947 2.54156 -0.10316 -0.017 0.037 0.049 0.44
C -0.59185 5.30640 -2.27118 0.000 0.011 -0.008 -0.41
H 0.21388 -2.41159 -3.32600 -0.007 0.002 0.002 0.40
H 0.16614 1.27468 4.70201 -0.002 0.017 0.000 0.52
H 2.84206 1.50485 0.63956 0.007 -0.011 0.003 0.86
C -0.23960 4.23102 -3.07096 -0.027 0.009 -0.007 -0.97
C -4.35582 -1.23800 -1.23141 -0.005 -0.007 0.005 -0.62
H 3.32422 1.71414 -1.96934 0.003 -0.003 -0.002 0.11
H -1.66833 2.25186 3.16345 -0.017 -0.041 0.022 0.57
C 2.28118 1.43914 1.55598 0.014 0.098 0.012 -0.95
H 0.62704 -3.88075 1.09483 -0.003 0.007 -0.010 0.20
C -0.90522 3.77452 -0.47305 -0.002 -0.002 -0.076 0.63
C -2.01586 -1.02869 -1.60773 -0.024 0.051 -0.065 0.30
H -1.75036 0.58591 2.59271 0.044 -0.038 -0.075 -0.26
H 0.02001 4.36281 -4.11165 0.003 -0.006 -0.001 0.51
C -1.31965 -3.12360 1.67969 0.059 0.025 -0.182 1.31
C -0.80515 -2.40831 2.96941 0.168 0.024 -0.051 1.69
H 0.01582 -2.53753 -5.75999 0.001 0.000 0.000 0.43
H 5.68954 1.92186 -1.38877 0.001 0.000 0.000 0.42
C 5.04662 -1.06018 0.07168 0.011 0.003 0.002 -0.79
C 0.22374 1.43089 2.57505 -0.005 0.254 0.009 0.86
N 0.94924 1.46354 1.44116 -0.110 -0.044 -0.029 0.84
N -1.91698 0.01807 -0.78817 -0.164 0.787 -0.485 0.54
C -2.75360 -3.61097 1.74828 0.028 -0.063 0.021 -1.88
N -1.56433 2.00482 1.05903 -0.051 -0.005 0.088 1.16
H 0.41101 -2.66638 4.71424 0.009 0.002 -0.003 0.45
H -0.73962 -4.56076 0.20816 0.006 0.006 -0.003 0.45
H 0.94619 -1.82155 -1.05027 0.092 -0.057 -0.147 -0.34
H 2.65102 1.13266 4.89393 0.001 0.000 -0.001 0.46
C 3.79602 0.91512 -1.40668 0.017 -0.031 -0.051 -0.10
H -3.44868 -2.79595 1.94218 0.000 -0.001 -0.007 0.34
H -2.52990 -2.56978 4.27234 0.009 0.004 0.015 0.41
H -1.24664 5.88268 -0.30194 -0.003 -0.003 0.005 0.52
B -0.39080 -1.10977 1.13224 -0.187 1.775 -1.254 -0.15
H 4.01097 1.29934 2.79211 0.000 0.001 -0.003 0.53
C 1.07466 -0.43906 -3.28903 -0.067 0.117 -0.013 1.02
C -2.93102 1.73991 0.58996 -0.020 0.044 0.001 -1.35
H -0.40534 -4.14102 4.18809 0.005 0.002 0.009 0.37
C 1.46574 0.50256 -5.50204 0.010 0.000 -0.001 -0.79
H 5.53260 -1.84025 0.64415 0.001 0.001 0.002 0.44
H -5.30591 -1.72799 -1.39742 0.000 -0.001 0.003 0.43
H -2.57278 -1.16673 3.20316 -0.043 -0.052 -0.004 0.23
Si 1.21086 -0.38655 -1.38951 -0.134 -0.195 0.306 -0.38
Co -0.27311 0.94073 -0.14608 -0.231 -2.152 1.411 0.89
C -0.94346 5.07297 -0.95238 -0.043 -0.014 -0.032 -1.11
C 5.76372 0.05951 -0.32330 -0.007 -0.004 -0.001 -0.56
H -1.47666 -1.18871 4.59709 -0.003 0.012 -0.007 0.41
N -0.53986 2.73706 -1.23554 0.358 -0.060 0.129 0.56
C -4.26411 -0.15208 -0.37354 0.009 -0.028 0.028 -1.24
H -0.41750 -5.08888 1.86504 0.007 -0.005 -0.007 0.38
H -0.40364 3.66733 1.59074 0.017 -0.029 -0.018 0.52
C 3.05126 -0.20309 -1.01570 0.004 0.058 -0.015 0.20
H -1.10135 -1.37380 -2.05848 -0.010 0.007 -0.022 -0.17
C -3.21154 -1.67213 -1.87011 0.004 0.004 -0.002 -1.07
C -1.27243 1.54740 2.41916 0.001 0.078 0.063 -0.88
C 0.89548 -0.61195 -6.10008 0.002 -0.004 0.004 -0.60
C 0.43552 -1.64969 -5.30414 0.011 -0.003 -0.004 -0.73

=====

4.
15
Properties=species:S:1:pos:R:3:forces:R:3:mulliken_charge:R:1 method="wB97M-V/def2-TZVPD" homo_lumo_gap_ev=10.43 e_lumo_ev=0.785 total_energy_ha=-345.75600 smiles="O=C1CC[C@@H]1CO" max_force_ha_per_bohr=0.01146 de_lowest_kj_mol=128.5
C 0.86066 -0.91606 -1.15511 0.051 -0.067 -0.152 -0.43
H -0.25251 -1.54097 0.66743 0.247 0.027 -0.118 0.22
O -1.75469 0.28616 1.62178 0.039 -0.246 0.116 -0.50
O 0.83158 1.47585 -1.93943 0.023 -0.411 0.422 -0.56
H 0.06856 -1.39715 -1.73941 0.141 0.121 0.015 0.25
H -1.70084 0.77292 -0.39820 0.068 -0.028 0.190 0.29
H -1.25185 2.03370 0.75872 -0.007 -0.128 -0.097 0.31
C 0.60598 -0.92502 0.37173 -0.091 -0.203 0.154 -0.72
C -1.15873 0.96671 0.54339 0.207 0.228 -0.280 -0.67
H 1.82693 -1.28455 -1.50929 -0.102 0.068 0.053 0.29
H -1.54841 -0.65257 1.51047 -0.228 0.275 0.187 0.34
C 0.72540 0.60856 -1.11592 -0.016 0.310 -0.328 0.11
H 1.45096 -1.24005 0.98769 -0.063 0.139 -0.161 0.27
C 0.33277 0.60482 0.36671 -0.156 0.060 0.125 0.42
H 0.96420 1.20765 1.02943 -0.113 -0.144 -0.126 0.38